Entry 1:
# C33H61BiN15O4S

C33H61BiN15O4S as an isolated structure (the ωB97M-V functional and the def2-TZVPD basis, the OMol25 dataset).

XYZ file:
```
115
Properties=species:S:1:pos:R:3:mulliken_charge:R:1
Bi 0.59 0.22 0.08 4.146
C -2.72 3.98 -2.06 -0.822
N -3.18 2.60 -2.08 0.423
C -4.44 2.39 -2.77 -1.215
C -2.45 1.55 -1.58 -0.600
N -1.16 1.43 -1.60 0.771
C -0.37 2.15 -2.61 -1.045
C 0.53 1.18 -3.36 -1.654
N 1.63 0.65 -2.54 1.982
C 2.23 -0.53 -3.19 -1.851
C 1.48 -1.87 -3.12 -0.237
N 0.10 -1.80 -3.53 -0.164
C -0.67 -2.80 -3.27 -0.528
N -1.92 -2.82 -3.84 0.364
C -2.25 -1.74 -4.75 -0.826
C -2.94 -3.79 -3.48 -0.914
N -0.23 -3.93 -2.54 0.669
C -0.94 -4.34 -1.33 -1.153
C 0.20 -5.04 -3.38 -1.009
C 2.68 1.67 -2.31 -1.896
C 3.11 1.77 -0.86 -0.703
N 2.00 2.24 -0.04 -0.217
C 2.24 3.16 0.86 -0.335
N 1.22 3.87 1.42 0.672
C 0.00 4.17 0.71 -1.182
C 1.35 4.52 2.72 -1.275
N 3.49 3.44 1.33 0.334
C 4.40 2.37 1.73 -0.873
C 3.98 4.79 1.46 -1.180
N -3.18 0.55 -1.00 0.653
C -4.41 0.79 -0.27 -1.261
C -2.72 -0.83 -1.00 -0.153
H -3.46 4.60 -1.55 0.367
H -1.78 4.05 -1.53 0.039
H -2.59 4.37 -3.07 0.336
H -5.28 2.84 -2.24 0.347
H -4.39 2.85 -3.76 0.389
H -4.63 1.33 -2.90 0.324
H -1.00 2.63 -3.36 0.619
H 0.23 2.93 -2.13 0.349
H -0.07 0.33 -3.67 0.141
H 0.92 1.67 -4.27 0.289
H 2.44 -0.29 -4.25 0.398
H 3.20 -0.70 -2.71 0.562
H 2.03 -2.52 -3.81 0.474
H 1.60 -2.32 -2.13 0.068
H -1.44 -1.59 -5.47 0.294
H -3.16 -2.00 -5.29 0.373
H -2.40 -0.78 -4.24 0.086
H -2.61 -4.81 -3.68 0.245
H -3.24 -3.72 -2.43 0.319
H -3.82 -3.60 -4.09 0.313
H -1.41 -3.48 -0.85 0.275
H -1.71 -5.10 -1.50 0.387
H -0.22 -4.75 -0.62 0.312
H 0.82 -4.67 -4.20 0.272
H 0.80 -5.73 -2.78 0.346
H -0.64 -5.60 -3.81 0.293
H 3.56 1.45 -2.92 0.603
H 2.32 2.65 -2.63 0.276
H 3.45 0.78 -0.51 -0.013
H 3.97 2.44 -0.80 0.740
H -0.02 5.21 0.39 0.527
H -0.10 3.52 -0.16 -0.090
H -0.86 4.02 1.37 0.442
H 1.45 5.60 2.62 0.379
H 0.46 4.31 3.31 0.478
H 2.20 4.11 3.26 0.338
H 3.89 1.41 1.64 0.074
H 5.31 2.37 1.13 0.342
H 4.67 2.50 2.78 0.354
H 3.25 5.50 1.09 0.349
H 4.23 5.04 2.50 0.372
H 4.89 4.91 0.87 0.364
H -4.57 1.86 -0.13 0.434
H -5.28 0.38 -0.78 0.348
H -4.34 0.31 0.71 0.236
H -1.78 -0.91 -1.55 -0.420
H -2.57 -1.20 0.02 -0.194
H -3.47 -1.46 -1.49 0.772
N -0.08 -1.28 7.92 -0.504
C -0.34 -1.55 6.60 1.025
C -1.54 -1.14 6.01 -0.633
C -1.79 -1.42 4.68 -0.773
C -0.86 -2.13 3.92 -0.254
C 0.33 -2.55 4.51 -0.245
C 0.59 -2.26 5.83 -0.924
S -1.26 -2.41 2.22 1.682
O -2.30 -1.42 1.93 -1.007
O -1.58 -3.78 1.95 -0.766
N -0.03 -1.87 1.31 -0.785
C 1.15 -2.54 1.14 0.253
N 2.02 -1.86 0.34 0.640
C 3.20 -2.42 0.07 -0.524
C 3.55 -3.65 0.57 -1.211
C 2.62 -4.26 1.40 -0.518
N 1.44 -3.73 1.69 -0.509
H -0.67 -0.65 8.43 0.183
H 0.84 -1.43 8.29 0.189
H -2.27 -0.60 6.59 0.311
H -2.72 -1.10 4.22 0.444
H 1.04 -3.13 3.93 0.586
H 1.52 -2.59 6.28 0.324
H 3.87 -1.84 -0.55 0.392
H 4.51 -4.10 0.35 0.506
H 2.82 -5.22 1.86 0.545
N -0.96 1.00 1.79 -0.777
C -0.27 1.29 3.06 -0.264
C 1.24 1.05 3.02 0.767
O 1.90 1.46 3.95 -0.792
O 1.72 0.42 1.99 -0.631
H -1.52 1.78 1.46 0.247
H -1.58 0.18 1.89 0.056
H -0.66 0.67 3.86 -0.139
H -0.42 2.33 3.34 0.255
```

Computed properties:
Net charge = +1
Total energy = -3028.98740 Ha
HOMO-LUMO gap = 8.178 eV
Multiplicity = 1
Relative energy (zero: lowest compared OMol25 entry of this formula, charge and spin) = 0.0 kJ/mol
HOMO energy = -9.975 eV


Entry 2:
# C33H62As2IN8OY

C33H62As2IN8OY as an isolated structure (the ωB97M-V functional and the def2-TZVPD basis, the OMol25 dataset).

XYZ file:
```
108
Properties=species:S:1:pos:R:3:mulliken_charge:R:1
Y 0.03 0.25 0.55 0.630
N 2.53 0.33 0.56 -0.320
C 3.11 0.71 -0.76 -0.026
C 2.49 -0.08 -1.89 -0.872
N 1.00 -0.02 -1.87 1.756
C 0.59 1.20 -2.61 -1.456
C -0.87 1.56 -2.49 -0.435
N -1.25 1.75 -1.07 0.273
C 0.47 -1.25 -2.50 -0.651
C -1.00 -1.59 -2.20 -1.053
N -1.46 -1.15 -0.85 -0.004
H 2.96 -0.52 0.91 0.280
H 2.77 1.04 1.25 0.301
H 2.91 1.77 -0.89 -0.322
H 4.19 0.58 -0.78 0.534
H 2.87 0.30 -2.84 0.483
H 2.80 -1.13 -1.85 0.165
H 1.19 2.03 -2.22 0.477
H 0.86 1.10 -3.67 0.303
H -1.07 2.46 -3.08 0.724
H -1.50 0.78 -2.91 -0.037
H -1.14 2.72 -0.81 -0.198
H -2.24 1.53 -0.96 0.024
H 0.60 -1.20 -3.59 0.545
H 1.10 -2.07 -2.17 0.109
H -1.66 -1.17 -2.95 0.096
H -1.10 -2.67 -2.29 0.674
H -2.34 -0.62 -0.97 0.359
H -1.72 -1.97 -0.31 0.543
C -2.87 4.18 1.25 -1.589
As -1.75 2.81 2.11 1.554
C -3.00 2.43 3.56 -1.558
C -0.46 3.94 3.04 -0.129
C -0.77 4.50 4.28 -0.749
C 0.15 5.28 4.97 -0.869
C 1.40 5.51 4.42 -0.805
C 1.72 4.98 3.18 -0.759
C 0.81 4.19 2.49 0.089
As 1.25 3.44 0.75 1.232
C 3.12 4.00 0.54 -1.666
C 0.47 4.80 -0.43 -1.092
H -2.84 5.09 1.83 0.522
H -3.90 3.80 1.25 0.519
H -2.59 4.39 0.22 0.327
H -3.46 3.35 3.89 0.509
H -2.50 1.93 4.39 0.467
H -3.77 1.77 3.17 0.351
H -1.74 4.32 4.73 0.341
H -0.12 5.70 5.93 0.445
H 2.12 6.12 4.95 0.425
H 2.70 5.18 2.78 0.321
H 3.78 3.45 1.21 0.410
H 3.21 5.07 0.74 0.547
H 3.43 3.82 -0.49 0.470
H 0.87 5.77 -0.14 0.451
H -0.61 4.83 -0.34 0.273
H 0.75 4.60 -1.46 0.391
C 5.59 -6.17 1.04 -1.341
C 4.32 -6.18 0.21 -0.448
N 4.35 -5.21 -0.89 0.164
C 5.44 -5.32 -1.87 -0.761
C 6.57 -4.32 -1.64 -1.033
C 3.47 -4.21 -1.07 0.284
O 3.60 -3.34 -1.93 -0.720
C 2.23 -4.11 -0.22 -0.223
C 1.30 -5.11 0.03 0.265
C 0.11 -4.77 0.66 -1.505
C -0.13 -3.44 0.98 -0.173
N 0.73 -2.45 0.70 0.691
C 1.88 -2.81 0.14 -0.991
H 5.51 -6.90 1.85 0.407
H 5.76 -5.19 1.49 0.320
H 6.47 -6.43 0.45 0.359
H 3.48 -5.96 0.85 0.424
H 4.16 -7.17 -0.22 0.271
H 5.01 -5.18 -2.86 0.402
H 5.81 -6.34 -1.81 0.445
H 6.19 -3.30 -1.72 0.268
H 7.34 -4.45 -2.40 0.377
H 7.03 -4.45 -0.67 0.297
H 1.48 -6.14 -0.27 0.654
H -0.63 -5.52 0.90 0.476
H -1.04 -3.16 1.48 0.341
H 2.59 -2.04 -0.10 0.504
C -4.60 0.62 -2.51 -0.601
C -6.15 0.69 -2.53 -0.983
N -6.68 0.38 -1.20 -0.143
C -6.16 1.34 -0.24 -1.031
C -4.61 1.26 -0.20 -0.474
N -4.13 0.25 -1.15 -0.358
C -4.73 -1.05 -0.79 -0.384
C -6.27 -0.96 -0.81 -0.981
H -4.16 1.58 -2.77 0.398
H -4.23 -0.13 -3.21 0.479
H -6.57 -0.03 -3.24 0.320
H -6.50 1.68 -2.82 0.325
H -6.59 1.12 0.74 0.314
H -6.50 2.34 -0.52 0.377
H -4.24 0.99 0.79 0.278
H -4.17 2.23 -0.47 0.263
H -4.35 -1.32 0.20 0.363
H -4.36 -1.80 -1.50 0.462
H -6.70 -1.19 0.17 0.316
H -6.70 -1.67 -1.52 0.328
I -1.79 -0.84 2.84 -0.035
C 0.21 0.10 2.95 -1.184
H 0.79 -0.69 3.43 0.440
H 0.06 0.89 3.69 0.425
```

Computed properties:
Net charge = +2
Total energy = -6615.13595 Ha
HOMO-LUMO gap = 7.953 eV
Multiplicity = 1
Relative energy (zero: lowest compared OMol25 entry of this formula, charge and spin) = 0.0 kJ/mol
HOMO energy = -12.489 eV


Entry 3:
# C33H62FINO14S6

A 10-piece molecular cluster, C33H62FINO14S6 overall at a distorted geometry (the ωB97M-V functional and the def2-TZVPD basis, the OMol25 dataset).

XYZ file:
```
118
Properties=species:S:1:pos:R:3:mulliken_charge:R:1
C -0.12 -2.04 -0.64 -0.619
C -0.67 -0.62 -0.25 0.290
O -1.54 -0.02 -0.96 -0.547
N -0.09 0.08 0.96 1.011
H -0.37 -0.57 1.68 0.042
H 0.96 -0.26 0.85 -0.422
C -0.50 1.45 1.25 -0.690
H 0.53 -2.01 -1.51 -0.041
H -0.95 -2.65 -1.06 0.455
H 0.22 -2.50 0.22 0.348
H 0.03 2.00 1.97 0.433
H -1.66 1.46 1.42 0.154
H -0.26 1.91 0.24 0.217
I 3.03 0.46 -1.10 -0.708
O -0.30 -1.62 2.91 -1.000
H 0.24 -2.15 3.42 0.066
F 0.36 8.34 -0.95 -0.313
C 1.05 7.22 -1.23 0.432
C 0.72 5.98 -0.59 -0.499
C 1.58 4.98 -0.86 -0.294
C 2.77 5.07 -1.71 -0.589
C 3.12 6.28 -2.23 -0.256
C 2.24 7.36 -2.01 -0.394
H -0.22 5.92 -0.10 0.460
H 1.57 4.05 -0.45 0.540
H 3.48 4.18 -1.71 0.284
H 4.05 6.43 -2.86 0.282
H 2.34 8.39 -2.38 0.335
C 4.50 -5.24 -0.77 -1.112
C 3.94 -4.24 0.29 -0.198
C 2.87 -4.97 0.89 -0.271
S 1.92 -5.78 -0.31 1.032
O 0.97 -4.81 -0.97 -0.523
O 1.30 -6.95 0.28 -0.742
C 3.37 -6.09 -1.38 -0.712
H 5.31 -5.80 -0.33 0.444
H 5.14 -4.75 -1.46 0.550
H 3.29 -3.43 -0.09 0.106
H 4.60 -4.05 1.01 0.350
H 2.16 -4.22 1.20 0.091
H 3.34 -5.60 1.83 0.304
H 3.17 -5.69 -2.20 0.315
H 3.71 -7.08 -1.35 0.429
C 2.52 0.30 3.16 0.155
C 2.94 -1.12 2.78 -0.991
C 4.38 -1.12 2.63 -0.685
S 4.83 -0.28 4.11 1.187
O 6.15 0.28 3.99 -0.730
O 4.54 -1.03 5.28 -0.688
C 3.59 0.87 4.00 -0.892
H 1.50 0.32 3.42 0.130
H 2.55 0.94 2.28 0.092
H 2.57 -1.33 1.91 0.465
H 2.68 -1.84 3.35 0.727
H 4.83 -0.76 1.71 0.332
H 4.61 -2.21 2.60 0.094
H 3.93 1.75 3.51 0.501
H 3.42 1.32 4.99 0.367
C -2.49 1.72 -5.18 -0.666
C -3.86 2.31 -5.77 -0.757
C -4.54 3.15 -4.79 -0.692
S -4.18 2.37 -3.28 1.273
O -5.19 1.41 -2.88 -0.665
O -3.93 3.44 -2.35 -0.729
C -2.68 1.54 -3.73 -0.622
H -1.81 2.53 -5.52 0.329
H -2.47 0.85 -5.74 0.228
H -4.49 1.51 -6.01 0.362
H -3.76 2.98 -6.76 0.303
H -5.63 3.24 -5.01 0.367
H -4.25 4.18 -4.79 0.390
H -2.57 0.59 -3.52 0.468
H -1.85 1.99 -3.34 0.413
C 1.73 -1.66 -4.35 -0.667
C 1.87 -3.13 -4.16 0.359
C 2.29 -3.69 -5.34 -0.962
S 1.83 -2.55 -6.69 1.153
O 0.80 -3.11 -7.52 -0.693
O 3.09 -2.10 -7.23 -0.673
C 1.04 -1.44 -5.74 -0.821
H 2.77 -1.17 -4.37 0.262
H 1.24 -1.25 -3.56 0.334
H 0.74 -3.28 -3.85 0.170
H 2.51 -3.64 -3.33 -0.348
H 2.03 -4.72 -5.62 0.456
H 3.33 -3.77 -5.46 0.470
H 0.11 -1.66 -5.65 0.599
H 1.18 -0.25 -6.13 0.282
C -5.66 -1.55 -0.33 -0.403
C -4.52 -1.28 0.54 -0.702
C -4.91 -0.56 1.58 -0.846
S -6.41 -1.23 2.13 1.128
O -7.28 -0.08 2.51 -0.708
O -6.35 -2.37 2.99 -0.690
C -6.81 -1.86 0.57 -0.638
H -5.32 -2.35 -0.98 0.316
H -6.05 -0.61 -0.87 0.065
H -3.75 -0.74 0.17 0.329
H -3.95 -2.12 0.76 0.553
H -5.15 0.33 1.14 0.421
H -4.20 -0.51 2.45 0.446
H -7.86 -1.57 0.13 0.374
H -6.93 -2.91 0.74 0.337
C -0.41 3.09 7.36 -0.921
C -0.02 1.70 6.80 -0.130
C -1.07 1.29 5.99 -0.333
S -1.58 2.81 5.14 1.105
O -3.02 2.59 4.80 -0.744
O -0.59 3.13 4.26 -0.549
C -1.47 3.82 6.58 -0.856
H 0.50 3.62 7.33 0.436
H -0.90 3.09 8.18 0.402
H 0.15 1.07 7.73 0.388
H 0.88 1.95 6.18 -0.052
H -1.89 0.88 6.57 0.395
H -0.65 0.65 5.10 -0.002
H -2.49 3.92 7.01 0.373
H -1.40 4.88 6.40 0.477
```

Computed properties:
Net charge = -1
Total energy = -5188.91745 Ha
HOMO-LUMO gap = 7.547 eV
Multiplicity = 1
Relative energy (zero: lowest compared OMol25 entry of this formula, charge and spin) = 0.0 kJ/mol
HOMO energy = -5.764 eV


Entry 4:
# C33H65BrN2O7

A 6-piece molecular cluster, C33H65BrN2O7 overall at a distorted geometry (the ωB97M-V functional and the def2-TZVPD basis, the OMol25 dataset).

XYZ file:
```
108
Properties=species:S:1:pos:R:3:mulliken_charge:R:1
C 3.38 -3.41 -0.43 -1.042
C 3.86 -1.91 -0.43 -0.141
C 4.14 -1.29 -1.84 -0.135
C 3.59 0.05 -2.10 0.091
C 3.84 0.75 -3.40 0.170
C 3.33 2.20 -3.73 -0.753
C 2.58 2.88 -2.51 -1.000
C 1.14 2.24 -2.32 -0.171
C 0.02 3.36 -2.42 -0.682
C -1.33 2.74 -3.02 -0.031
C -2.53 2.75 -1.97 -0.576
C -3.14 1.27 -1.86 -0.590
C -4.73 1.38 -1.70 -0.569
C -5.29 0.21 -0.76 -0.985
C -5.03 -1.23 -1.36 -0.395
C -6.36 -1.83 -2.03 -0.687
C -6.18 -1.86 -3.60 -0.640
O -6.38 -0.54 -4.16 -0.201
C -7.09 -0.72 -5.41 -0.784
C 4.63 0.07 -4.40 0.398
O 4.89 0.75 -5.60 -0.615
C 5.21 -1.32 -4.21 0.494
N 5.92 -1.84 -5.29 -0.567
C 6.35 -3.07 -4.95 0.130
Br 7.40 -4.03 -6.32 -0.198
C 6.17 -3.77 -3.65 -0.324
N 5.47 -3.23 -2.63 -0.389
C 4.95 -1.97 -2.92 0.470
H 4.25 -4.05 -0.09 0.176
H 2.59 -3.56 0.35 0.293
H 3.07 -3.81 -1.43 0.368
H 4.79 -1.73 0.19 0.376
H 3.03 -1.30 0.04 -0.192
H 2.99 0.57 -1.32 -0.077
H 4.23 2.85 -3.95 0.441
H 2.68 2.25 -4.65 0.280
H 3.19 2.69 -1.58 0.305
H 2.53 4.00 -2.63 0.595
H 1.06 1.74 -1.31 -0.105
H 0.98 1.49 -3.14 0.403
H -0.20 3.79 -1.40 0.231
H 0.37 4.22 -3.05 0.430
H -1.17 1.72 -3.48 0.378
H -1.65 3.42 -3.87 -0.341
H -2.20 3.02 -0.93 0.236
H -3.35 3.42 -2.33 0.363
H -2.96 0.67 -2.79 0.358
H -2.73 0.69 -1.00 0.221
H -5.22 1.22 -2.70 0.177
H -5.05 2.39 -1.33 0.440
H -6.38 0.43 -0.60 0.408
H -4.80 0.28 0.25 0.350
H -4.25 -1.20 -2.18 0.174
H -4.63 -1.95 -0.59 0.471
H -6.57 -2.88 -1.70 0.360
H -7.24 -1.17 -1.81 0.307
H -6.92 -2.62 -3.99 0.428
H -5.13 -2.19 -3.85 0.312
H -8.17 -0.87 -5.14 0.297
H -6.65 -1.56 -6.00 0.314
H -7.03 0.22 -6.03 0.203
H 4.81 0.09 -6.32 0.324
H 6.60 -4.80 -3.49 0.408
C 1.92 -3.69 4.25 -0.930
C 3.21 -4.09 3.56 -0.399
O 3.46 -3.24 2.44 -0.328
H 1.08 -3.75 3.55 0.256
H 1.71 -4.33 5.10 0.319
H 1.96 -2.65 4.59 0.299
H 3.15 -5.11 3.20 0.314
H 4.05 -4.01 4.26 0.259
H 3.53 -2.34 2.77 0.218
C -1.39 5.91 -7.48 -1.087
C -2.50 5.26 -6.69 -0.218
O -2.10 5.04 -5.34 -0.470
H -0.49 5.29 -7.46 0.275
H -1.69 6.07 -8.51 0.351
H -1.12 6.87 -7.04 0.326
H -2.76 4.29 -7.12 0.291
H -3.40 5.88 -6.69 0.251
H -1.88 5.90 -4.96 0.241
C -1.29 -2.48 7.97 -0.738
C -0.47 -3.72 7.66 -0.262
O 0.81 -3.36 7.16 -0.447
H -1.41 -1.87 7.08 0.265
H -2.28 -2.75 8.35 0.342
H -0.78 -1.86 8.72 0.025
H -0.97 -4.33 6.90 0.308
H -0.34 -4.34 8.56 0.266
H 1.25 -2.84 7.84 0.248
C 0.62 1.90 2.98 -1.059
C 1.91 1.52 2.28 -0.040
O 2.15 2.37 1.17 -0.430
H -0.22 1.84 2.28 0.240
H 0.42 1.25 3.83 0.330
H 0.66 2.94 3.33 0.327
H 1.85 0.49 1.91 0.103
H 2.76 1.59 2.97 0.291
H 2.21 3.27 1.50 0.261
C -0.46 -0.34 12.04 -0.981
C 0.84 -0.73 11.36 -0.245
O 1.08 0.12 10.25 -0.507
H -1.29 -0.41 11.34 0.258
H -0.66 -0.99 12.90 0.320
H -0.41 0.69 12.39 0.322
H 0.79 -1.76 10.99 0.230
H 1.68 -0.66 12.05 0.326
H 1.14 1.02 10.58 0.286
```

Computed properties:
Total energy = -4506.39702 Ha
HOMO-LUMO gap = 7.499 eV
Multiplicity = 1
HOMO energy = -7.841 eV